1.
Molecular formula: C15H28CrF3N5S
Method: DFT, ωB97M-V/def2-TZVPD

```
53
Properties=species:S:1:pos:R:3:mulliken_charge:R:1
Cr -0.809 0.017 -0.160 0.049
C -1.298 -2.340 0.203 -0.664
C -1.929 -2.004 -1.007 -0.269
C -1.379 -2.430 -2.227 -0.572
C -0.214 -3.180 -2.237 -0.723
C 0.448 -3.454 -1.036 -0.751
C -0.072 -3.018 0.178 -0.465
H -1.828 -2.213 1.137 1.136
H -2.936 -1.600 -0.999 0.737
H -1.905 -2.223 -3.152 0.492
H 0.167 -3.574 -3.172 0.453
H 1.343 -4.067 -1.045 0.561
H 0.398 -3.311 1.110 0.580
N 4.838 0.578 0.432 -0.195
C 3.580 -0.287 0.260 -0.228
C 2.389 0.299 1.001 -0.579
C 1.842 1.606 0.395 0.077
N 0.366 1.633 0.611 -0.421
C 2.106 1.749 -1.102 -1.345
C 2.119 0.393 -1.771 0.091
N 0.751 -0.232 -1.643 -0.261
C 3.254 -0.491 -1.229 -1.329
H 5.087 0.687 1.420 0.407
H 4.744 1.516 0.034 0.308
H 5.646 0.146 -0.029 0.402
H 3.865 -1.228 0.722 0.469
H 2.584 0.414 2.069 0.630
H 1.640 -0.495 0.923 -0.162
H 2.285 2.450 0.924 0.458
H -0.008 2.503 0.233 0.283
H 0.159 1.666 1.608 0.432
H 3.040 2.282 -1.300 0.344
H 1.332 2.376 -1.552 0.553
H 2.301 0.519 -2.836 0.575
H 0.829 -1.235 -1.818 0.039
H 0.209 0.113 -2.435 0.471
H 4.140 -0.291 -1.839 0.571
H 3.037 -1.548 -1.393 0.232
C -4.527 0.060 3.640 -0.848
N -4.375 1.237 2.760 -0.276
C -3.417 1.471 1.893 0.892
N -3.418 2.607 1.209 -0.287
S -2.157 0.250 1.754 -0.212
H -5.082 0.381 4.517 0.345
H -3.554 -0.300 3.953 0.357
H -5.075 -0.728 3.128 0.322
H -5.115 1.926 2.814 0.257
H -4.164 3.281 1.307 0.229
H -2.746 2.776 0.484 0.127
F -1.691 2.443 -1.254 -0.359
C -1.928 1.104 -1.436 0.558
F -1.622 0.837 -2.725 -0.255
F -3.249 0.930 -1.322 -0.235
```

net charge = +3
lowest unoccupied orbital energy (spin up / spin down) = -10.87 / -10.23 eV
energy above the lowest of the compared OMol25 structures with the same formula, charge and spin = 0.00 kcal per mole
orbital gap (spin up / spin down) = 7.55 / 8.11 eV
2S+1 = 2

=====

2.
Molecular formula: C15H28F3NO13
Method: DFT, ωB97M-V/def2-TZVPD

```
60
Properties=species:S:1:pos:R:3:mulliken_charge:R:1
N 4.469 -2.850 0.673 -0.436
H 5.139 -3.602 0.331 0.425
H 3.529 -2.618 0.262 0.146
H 5.044 -1.904 0.557 0.399
H 4.316 -3.050 1.709 0.334
O 2.675 -0.663 1.050 -0.513
H 2.303 0.125 0.628 -0.145
C 0.252 -2.510 3.506 -0.202
C 1.865 -2.779 3.645 0.554
O 1.901 -3.745 2.767 -0.363
C 0.751 -4.213 2.256 0.721
O 0.648 -5.102 1.382 -0.566
O -0.283 -3.463 2.675 -0.290
F 2.028 -3.035 4.907 -0.329
H 0.328 -1.551 2.838 -0.047
H -0.489 -2.469 4.400 0.278
H 2.217 -1.756 3.409 0.192
C 4.474 1.864 1.861 0.194
C 3.495 2.421 0.969 0.677
O 4.179 3.366 0.232 -0.325
C 5.429 3.358 0.462 0.576
O 6.339 4.068 0.055 -0.566
O 5.668 2.419 1.458 -0.364
F 2.465 3.017 1.686 -0.324
H 4.564 0.732 1.592 -0.082
H 4.332 2.096 2.959 0.234
H 2.931 1.603 0.390 -0.094
C 0.159 -1.371 -0.730 0.381
C -0.769 -0.665 -1.702 0.487
O -1.536 -1.684 -2.377 -0.399
C -1.184 -2.891 -1.749 0.530
O -1.849 -3.937 -1.994 -0.619
O -0.243 -2.703 -0.865 -0.279
F -0.014 0.016 -2.633 -0.358
H -0.161 -1.220 0.362 -0.260
H 1.305 -1.469 -0.853 -0.186
H -1.548 -0.154 -1.297 0.600
C -5.544 -1.521 -2.219 -1.128
O -4.720 -0.496 -2.036 -0.223
C -5.240 0.806 -2.400 -0.606
C -4.194 1.748 -2.885 -0.741
O -3.374 2.033 -1.937 -0.142
C -2.252 2.904 -2.143 -0.745
C -1.467 3.332 -0.915 -0.597
O -1.126 2.160 -0.210 -0.091
C -0.623 2.515 1.043 -0.671
H -6.476 -1.274 -2.085 0.568
H -5.173 -2.119 -1.538 0.301
H -5.505 -1.851 -3.228 0.330
H -5.966 1.004 -1.683 0.486
H -5.947 0.860 -3.370 0.288
H -4.730 2.583 -3.216 0.408
H -3.726 1.388 -3.756 0.387
H -2.498 3.880 -2.623 0.466
H -1.515 2.547 -2.890 0.315
H -2.294 3.970 -0.275 0.314
H -0.774 4.212 -0.942 0.461
H 0.184 1.747 1.384 0.022
H -1.521 2.368 1.923 0.232
H -0.227 3.519 1.202 0.385
```

net charge = 0
lowest unoccupied orbital energy = -1.09 eV
energy above the lowest of the compared OMol25 structures with the same formula, charge and spin = 23.48 kcal per mole
orbital gap = 7.74 eV

=====

Number 1: electronic energy -2603.442237 Ha. Number 2: electronic energy -1920.477202 Ha.